Molecular formula: C31H60Cl4N6
Method: DFT, wB97M-V/def2-TZVPD

## Properties
2S+1 = 1
SMILES = ClC(Cl)(Cl)Cl.c1cc[nH]c1.c1cc[nH]c1.c1cc[nH]c1.CCN(CC)CC.CCN(CC)CC.CCN(CC)CC
HOMO = -7.82 eV

Bonds (Å) are listed after each position.
CARTESIAN COORDINATES (ANGSTROEM)
1 Cl -3.937 2.294 7.234  C2 1.862
2 C -4.746 3.043 5.734  Cl1 1.862, Cl3 1.802, Cl4 1.742, Cl5 1.847
3 Cl -5.283 4.747 5.969  C2 1.802
4 Cl -3.635 3.004 4.393  C2 1.742
5 Cl -6.288 2.095 5.368  C2 1.847
6 C -2.203 -3.739 4.211  C7 1.409, C10 1.381, H11 1.080
7 C -3.195 -4.344 3.414  C6 1.409, C8 1.428, H12 1.080
8 C -3.259 -3.475 2.282  C7 1.428, N9 1.372, H13 1.080
9 N -2.459 -2.385 2.517  C8 1.372, C10 1.365, H14 1.010
10 C -1.859 -2.488 3.738  C6 1.381, N9 1.365, H15 1.080
11 H -1.782 -4.104 5.136  C6 1.080
12 H -3.526 -5.330 3.704  C7 1.080
13 H -3.821 -3.646 1.376  C8 1.080
14 H -2.182 -1.727 1.802  N9 1.010
15 H -1.146 -1.737 4.044  C10 1.080
16 C -1.774 0.300 0.971  C17 1.400, C20 1.410, H21 1.080
17 C -1.656 0.980 2.189  C16 1.400, C18 1.396, H22 1.080
18 C -0.443 0.534 2.717  C17 1.396, N19 1.406, H23 1.080
19 N 0.109 -0.472 1.905  C18 1.406, C20 1.322, H24 1.010
20 C -0.614 -0.483 0.799  C16 1.410, N19 1.322, H25 1.080
21 H -2.615 0.436 0.306  C16 1.080
22 H -2.406 1.521 2.747  C17 1.080
23 H 0.011 0.645 3.691  C18 1.080
24 H 0.994 -0.953 1.983  N19 1.010
25 H -0.224 -1.094 -0.002  C20 1.080
26 C -5.978 -2.150 -0.590  C27 1.434, C30 1.378, H31 1.080
27 C -5.610 -0.770 -0.463  C26 1.434, C28 1.431, H32 1.080
28 C -5.466 -0.523 0.940  C27 1.431, N29 1.394, H33 1.080
29 N -5.740 -1.660 1.698  C28 1.394, C30 1.427, H34 1.010
30 C -5.990 -2.645 0.696  C26 1.378, N29 1.427, H35 1.080
31 H -6.085 -2.683 -1.523  C26 1.080
32 H -5.518 -0.010 -1.225  C27 1.080
33 H -5.188 0.396 1.435  C28 1.080
34 H -5.557 -1.908 2.660  N29 1.010
35 H -6.145 -3.664 1.018  C30 1.080
36 C -0.486 2.754 -0.755  C37 1.489, H43 1.090, H44 1.090, H45 1.090
37 C -0.452 4.158 -1.251  C36 1.489, N38 1.483, H46 1.090, H47 1.090
38 N -0.981 4.135 -2.636  C37 1.483, C39 1.470, C41 1.470
39 C -0.067 3.505 -3.599  N38 1.470, C40 1.518, H48 1.090, H49 1.090
40 C 1.377 3.958 -3.723  C39 1.518, H50 1.090, H51 1.090, H52 1.090
41 C -1.326 5.493 -3.082  N38 1.470, C42 1.550, H53 1.090, H54 1.090
42 C -2.200 5.669 -4.350  C41 1.550, H55 1.090, H56 1.090, H57 1.090
43 H -0.294 2.871 0.312  C36 1.090
44 H 0.306 2.102 -1.123  C36 1.090
45 H -1.382 2.156 -0.920  C36 1.090
46 H -1.090 4.700 -0.553  C37 1.090
47 H 0.537 4.613 -1.312  C37 1.090
48 H -0.020 2.423 -3.476  C39 1.090
49 H -0.402 3.829 -4.584  C39 1.090
50 H 1.354 5.043 -3.820  C40 1.090
51 H 2.026 3.666 -2.897  C40 1.090
52 H 1.804 3.742 -4.702  C40 1.090
53 H -0.437 6.088 -3.293  C41 1.090
54 H -1.832 6.083 -2.318  C41 1.090
55 H -2.397 6.727 -4.522  C42 1.090
56 H -3.130 5.101 -4.321  C42 1.090
57 H -1.792 5.200 -5.245  C42 1.090
58 C 0.718 -0.687 -4.285  C59 1.476, H65 1.090, H66 1.090, H67 1.090
59 C 1.846 -0.787 -3.338  C58 1.476, N60 1.495, H68 1.090, H69 1.090
60 N 2.777 0.369 -3.172  C59 1.495, C61 1.444, C63 1.437
61 C 3.645 0.121 -2.045  N60 1.444, C62 1.495, H70 1.090, H71 1.090
62 C 4.431 1.290 -1.546  C61 1.495, H72 1.090, H73 1.090, H74 1.090
63 C 3.500 0.738 -4.358  N60 1.437, C64 1.564, H75 1.090, H76 1.090
64 C 4.307 -0.404 -5.058  C63 1.564, H77 1.090, H78 1.090, H79 1.090
65 H 0.164 0.252 -4.314  C58 1.090
66 H 0.100 -1.555 -4.058  C58 1.090
67 H 1.161 -0.806 -5.274  C58 1.090
68 H 1.345 -0.968 -2.387  C59 1.090
69 H 2.309 -1.738 -3.602  C59 1.090
70 H 3.008 -0.309 -1.272  C61 1.090
71 H 4.402 -0.646 -2.208  C61 1.090
72 H 5.042 1.658 -2.371  C62 1.090
73 H 3.675 2.036 -1.302  C62 1.090
74 H 5.158 1.167 -0.742  C62 1.090
75 H 4.183 1.574 -4.203  C63 1.090
76 H 2.785 1.086 -5.103  C63 1.090
77 H 4.901 -1.050 -4.411  C64 1.090
78 H 5.047 0.115 -5.667  C64 1.090
79 H 3.671 -0.967 -5.741  C64 1.090
80 C 3.769 -0.875 2.294  C81 1.496, H87 1.090, H88 1.090, H89 1.090
81 C 3.549 -2.321 1.980  C80 1.496, N82 1.430, H90 1.090, H91 1.090
82 N 2.236 -2.645 2.447  C81 1.430, C83 1.498, C85 1.500
83 C 1.851 -4.003 1.943  N82 1.498, C84 1.568, H92 1.090, H93 1.090
84 C 1.563 -3.995 0.402  C83 1.568, H94 1.090, H95 1.090, H96 1.090
85 C 1.966 -2.522 3.918  N82 1.500, C86 1.536, H97 1.090, H98 1.090
86 C 2.929 -3.407 4.723  C85 1.536, H99 1.090, H100 1.090, H101 1.090
87 H 4.473 -0.486 1.558  C80 1.090
88 H 4.273 -0.584 3.216  C80 1.090
89 H 2.827 -0.327 2.281  C80 1.090
90 H 3.620 -2.295 0.893  C81 1.090
91 H 4.358 -2.980 2.295  C81 1.090
92 H 2.622 -4.753 2.117  C83 1.090
93 H 0.941 -4.249 2.490  C83 1.090
94 H 1.135 -4.873 -0.083  C84 1.090
95 H 0.806 -3.281 0.080  C84 1.090
96 H 2.422 -3.680 -0.191  C84 1.090
97 H 0.936 -2.803 4.141  C85 1.090
98 H 2.092 -1.497 4.264  C85 1.090
99 H 3.987 -3.315 4.479  C86 1.090
100 H 2.687 -4.470 4.720  C86 1.090
101 H 2.889 -3.150 5.782  C86 1.090